Entry 1:
ORCA calculation (the ωB97M-V functional and the def2-TZVPD basis) on a molecular structure, C45H66CaCl2F5N13O3STe.

The value obtained for the gap between HOMO and LUMO is 7.7 eV. The relative energy (zero: lowest compared OMol25 entry of this formula, charge and spin) is 23.9 kcal/mol.

XYZ file:
```
137
Properties=species:S:1:pos:R:3:forces:R:3:mulliken_charge:R:1
H -1.984138 -0.497692 4.719596 0.0228 0.0333 0.0039 0.60
C -2.007769 -3.054195 -3.630329 -0.0391 0.0231 0.0275 -1.03
C -6.111507 -2.377456 -5.602293 -0.0395 0.0460 -0.0012 -0.48
H 2.261047 -4.283823 5.345771 -0.0088 -0.0015 0.0105 0.18
H 2.485756 2.252855 -4.697184 0.0021 -0.0108 0.0110 0.29
C 0.542218 1.496570 3.931905 -0.0223 0.2846 0.1257 0.12
C -0.295954 2.510938 0.796412 0.1405 0.2718 0.0652 0.81
H -7.092790 -2.715604 -5.287829 0.0040 0.0111 -0.0012 0.36
N 1.019515 2.695193 4.464363 -0.0331 -0.2138 -0.0274 0.73
C 4.056282 -1.832492 0.968860 0.0821 0.0013 0.0125 -2.14
C -3.942075 1.194784 -1.771238 -0.0572 -0.1586 0.0151 0.70
C -0.198434 -2.708235 -5.147089 0.0103 0.0125 -0.0008 -0.76
H 4.655067 -6.944158 2.905995 0.0075 0.0009 -0.0027 0.38
Ca 0.336285 -0.393027 0.101156 0.8309 0.7324 -0.2635 2.58
H 2.711819 -1.193260 -1.294641 0.0119 0.0115 -0.0427 0.42
H 3.682277 4.066337 -1.865931 -0.0071 0.0035 0.0144 0.42
O 0.873757 2.877426 0.612392 -0.1504 -0.1394 -0.0411 -0.65
H 3.040251 -7.636920 3.130797 0.0049 -0.0096 -0.0001 0.33
H 2.764507 3.758298 3.900159 0.0016 -0.0064 0.0406 0.30
H -0.133806 3.911619 -1.824495 -0.0044 -0.0102 -0.0238 -0.06
C -4.785510 -0.644139 -6.230263 0.0309 -0.2268 -0.2418 -0.54
C 2.433563 -4.650357 2.417220 -0.2347 -0.1713 0.1266 0.00
O -0.143147 -1.281709 4.466354 -0.0166 0.3747 -0.2350 -0.50
C -1.473966 -3.195627 -4.902122 0.0365 0.0921 -0.0641 0.15
N -5.985696 -1.074466 -5.838814 0.1050 -0.0830 -0.0450 -0.56
S -2.425564 -3.922174 -6.220664 -0.0337 -0.0766 0.0079 -0.17
Cl -3.500649 0.136641 -0.465603 -0.1274 -0.0078 -0.0781 -0.14
H 1.245863 4.662056 3.798695 -0.0002 -0.0118 0.0291 0.31
H 4.697020 -1.636366 0.103854 0.0213 -0.0495 -0.0104 0.32
C -1.278414 -2.360197 -2.680215 -0.0143 0.0887 -0.0211 -0.31
C 1.711268 1.645831 -2.337519 -0.0217 0.0743 -0.0215 -0.82
F -1.537374 -4.111733 2.485359 -0.0525 -0.1540 0.3408 -0.44
H 1.368566 -6.531083 4.550715 -0.0364 -0.0201 0.0168 0.42
F 0.409392 -5.054120 0.855181 0.1252 -0.0647 0.1253 -0.54
C 3.625005 3.002801 -1.606215 0.0292 -0.0250 -0.0314 -1.01
H -2.014091 2.635424 2.016552 0.0973 -0.0016 0.0922 0.30
F -1.312016 -1.438325 0.884462 -0.1626 -0.5052 0.8839 -1.12
H 1.429476 -1.591529 -4.297820 0.0016 -0.0326 0.0228 0.40
Cl -3.342734 4.952514 -3.014892 0.3942 -0.1660 -0.7335 -0.19
H 4.410788 0.123364 2.583828 0.0480 0.0061 -0.0174 0.47
H 3.561411 -6.235432 4.089990 -0.0082 -0.0039 -0.0012 0.31
C -4.936098 1.439571 -3.936905 -0.0538 0.1611 0.0489 -0.99
F 0.770417 -2.529209 -0.284788 0.2283 -0.4783 0.2702 -0.81
H 1.397800 4.159195 -2.663828 -0.0256 -0.0057 0.0338 0.35
H 3.002592 1.495762 3.732330 0.0057 0.0165 0.0308 0.34
O -0.831637 1.450129 0.329417 0.2171 0.3870 0.1369 -1.47
C 0.829310 -5.985231 3.769615 -0.0224 0.1139 -0.0865 -1.21
H 2.868834 -7.240012 0.623873 -0.0005 -0.0023 -0.0062 0.38
C 3.608669 -6.701812 3.108251 0.0012 0.0075 -0.0169 -1.13
H -4.806651 3.423198 -4.754923 -0.0096 -0.0059 -0.0050 0.45
N 3.125997 -5.788442 2.096472 -0.0009 -0.0320 -0.0971 0.31
H -2.984042 -3.450016 -3.382884 0.0069 0.0092 -0.0105 0.54
N 3.120242 -0.696592 1.135725 -0.1004 -0.0397 -0.2396 2.24
H -0.179022 -5.768489 4.122231 -0.0078 -0.0263 0.0102 0.22
H -2.378809 2.288682 -0.114255 0.0324 -0.1447 0.0596 -1.28
H 3.079404 2.930690 -0.667765 -0.0079 0.0128 -0.0216 0.27
C 1.195482 2.828691 5.895292 -0.1319 0.0652 0.0370 -1.24
H 4.721767 -1.853645 1.838284 0.0193 0.0045 -0.0186 0.56
H -1.125319 1.435583 -1.886046 0.1113 0.0015 -0.1567 -0.13
N 1.146890 0.783822 3.039331 -0.1049 -0.1892 -0.2103 0.41
C -4.585422 2.775325 -3.917676 0.0044 -0.0046 0.0075 -1.25
C -1.652044 1.951768 4.989698 -0.0528 -0.0145 0.0114 -1.29
H 2.679541 -5.581903 0.068787 0.0073 -0.0148 -0.0033 0.27
H -2.575752 1.851627 4.412197 0.0185 0.0178 -0.0056 0.42
N 2.920135 2.282789 -2.656526 -0.0457 -0.0191 0.0439 0.48
H -1.355411 2.027360 -3.539382 -0.0007 -0.0176 -0.0313 0.35
H -0.703844 3.684025 2.547541 0.1192 0.1196 0.0296 -0.31
H -1.135475 5.942402 2.356982 -0.0007 0.0192 -0.0028 0.49
H -4.697666 0.419306 -6.424733 0.0754 -0.1386 -0.1398 0.64
C -3.896606 3.313050 -2.836893 -0.0954 0.1299 -0.1868 1.50
Te -0.166986 -3.319005 1.402550 -1.0287 -0.4332 -0.9371 1.92
C -3.593678 2.560190 -1.698886 -0.0792 0.0581 0.1664 -1.04
C 1.627092 -3.823596 4.575803 -0.1515 -0.0471 -0.0499 -1.05
C -5.069433 -3.289176 -5.718396 0.0005 -0.0448 -0.0549 -0.07
H 0.257603 -2.808843 -6.122905 -0.0003 0.0032 0.0073 0.45
C 3.125318 2.786911 -3.998013 0.0086 0.0230 -0.0194 -1.09
H -1.319392 2.983069 4.919027 0.0127 0.0010 -0.0104 0.47
C 3.477052 -3.226663 0.800443 -0.1348 -0.1182 0.0236 -0.70
H -4.623743 5.048889 -1.000563 0.0155 0.0615 0.3637 0.76
H -1.350236 -0.334111 3.067738 0.0196 -0.0478 -0.0799 0.13
H -4.811765 -0.417397 -2.849996 -0.0282 -0.0217 0.0005 0.49
H 3.145051 -0.934081 3.200871 -0.0534 -0.0025 -0.0286 0.10
C 0.452143 -2.032908 -4.122886 -0.0726 0.1519 -0.0350 -0.29
H -2.733336 -1.066071 -6.706981 -0.0067 0.0069 0.0051 0.45
H 2.914235 3.860403 -4.089710 -0.0028 -0.0080 -0.0073 0.34
H 0.653156 -3.594062 5.009436 0.0706 0.0108 -0.0292 0.44
H -5.460036 1.015651 -4.782798 -0.0942 0.2209 0.3865 1.17
H -0.104413 4.055233 -3.593663 -0.0410 0.0419 -0.0422 0.30
H 3.672964 0.085379 -2.045923 0.0337 0.0202 0.0017 0.27
H 0.652203 -1.009296 3.971818 -0.1183 -0.0954 0.0090 0.19
C -1.242741 3.334480 1.672096 -0.1859 -0.0287 0.0852 -0.24
C 2.902900 -0.114989 -1.298522 -0.0123 0.1167 -0.0561 -1.62
C -2.911617 4.266851 0.024037 -0.0668 -0.1202 -0.1514 0.83
N 0.590035 2.224089 -2.861316 -0.0355 -0.0103 0.0043 0.35
C 2.545435 1.087079 2.825137 0.0571 0.0146 0.0810 -0.83
C -3.825179 -2.824075 -6.112668 -0.0334 0.0378 0.0660 0.16
C -1.971614 4.495987 1.042782 0.0022 0.0305 0.0186 0.20
H -2.621469 7.785402 1.619344 -0.0022 -0.0093 -0.0014 0.41
C -4.584867 0.639741 -2.858425 0.0210 0.0833 -0.0332 -0.78
H -0.506756 0.492779 -3.259214 0.0197 -0.0549 0.0091 0.03
H 1.618499 3.424312 2.590921 -0.1305 0.1363 0.0765 0.31
N 1.457866 -4.717385 3.432194 0.4539 -0.0269 0.3359 1.33
C -1.873359 5.769556 1.581285 -0.0226 0.0094 0.0776 -0.37
N -0.084440 -1.817400 -2.926803 -0.0071 -0.2589 0.1462 0.53
H 4.463038 0.561893 0.082347 0.0211 0.0175 0.0096 0.28
H -1.876204 1.721784 6.034333 -0.0087 0.0188 0.0075 0.30
C -1.092293 -0.291732 4.129827 0.1710 -0.0006 0.0822 -0.62
N 1.648953 0.556995 -1.648687 0.4306 0.1608 -0.1389 1.03
C 0.432658 3.666264 -2.729538 -0.0734 0.0295 0.0278 -0.74
H 4.327487 -3.918346 0.829640 0.0071 -0.0007 -0.0309 0.52
H 2.085450 -2.894645 4.246051 -0.0084 -0.0404 -0.0124 0.03
H 0.838872 3.803378 6.242371 -0.0012 -0.0082 -0.0076 0.32
H 4.308680 -6.230566 0.391364 0.0028 0.0026 0.0067 0.30
H 2.853215 1.222680 0.364311 0.0099 -0.0346 -0.0423 -0.93
H 3.008191 -3.315739 -0.183519 -0.0003 0.0156 0.0058 0.27
H -1.680767 -2.228193 -1.682502 0.0101 -0.0047 -0.0113 0.36
C -2.720430 6.798599 1.186746 0.0134 -0.0454 -0.0434 -1.03
N -2.911154 3.012140 -0.585136 -0.2583 0.1763 -0.1128 0.64
N 2.490717 -3.527684 1.810233 0.2305 0.4902 -0.1282 0.08
C -3.685985 -1.470173 -6.390507 0.0199 0.0306 0.0013 -0.21
C -0.668123 1.495466 -2.879406 0.0162 0.0190 0.0648 -0.30
H 2.663167 1.849003 2.051751 0.0590 -0.0392 0.0800 0.48
N -0.635235 1.057276 4.470886 -0.1138 -0.2455 -0.0195 0.24
H 4.647192 2.637379 -1.467381 -0.0038 -0.0086 -0.0164 0.24
C -3.723315 6.523464 0.269984 0.0120 -0.0541 0.0467 -0.75
C -3.828531 5.261621 -0.297045 -0.2469 0.0965 0.2889 -0.61
H 0.637927 2.053765 6.416028 0.0141 -0.0079 -0.0012 0.40
F -1.407777 -3.726941 0.042681 -0.0327 -0.0295 0.0534 -0.42
H 2.252657 2.737758 6.172796 0.0032 0.0123 -0.0165 0.30
C 3.346025 -0.141356 2.474791 0.1063 -0.0112 -0.0244 -1.72
H -5.222800 -4.335814 -5.492356 -0.0025 0.0133 0.0180 0.43
H -4.433651 7.290420 -0.012064 -0.0007 0.0006 0.0145 0.41
H 0.743838 -6.598500 2.875672 0.0162 -0.0151 0.0146 0.35
C 1.701356 3.677648 3.645896 0.0344 0.0466 -0.0067 -1.06
C 3.390897 0.314604 0.102766 0.0446 -0.1071 -0.0613 -0.01
C 3.264771 -6.224377 0.718568 -0.0107 -0.0254 0.0552 -1.11
H 4.165902 2.628834 -4.292590 0.0087 -0.0018 0.0201 0.36
```
Forces are in eV/Å.

Entry 2:
ORCA calculation (the ωB97M-V functional and the def2-TZVPD basis) on C5H6O in the gas phase.

Its SMILES is CCc1cc1=O. The value obtained for the gap between HOMO and LUMO is 9.2 eV. The relative energy (zero: lowest compared OMol25 entry of this formula, charge and spin) is 75.1 kcal/mol.

XYZ file:
```
12
Properties=species:S:1:pos:R:3:forces:R:3:mulliken_charge:R:1
C -0.609992 0.306214 0.474094 0.5149 0.1206 -0.0437 0.05
H -1.735633 0.330159 2.553031 -1.8251 -0.2696 0.0238 0.50
C 0.833729 -0.731803 -1.194140 0.0460 -0.0639 -0.1177 -1.11
H 0.090049 1.292217 -1.163220 -0.1179 -0.1369 -0.1706 0.22
H 0.514651 -1.746333 -0.934557 0.0090 0.1547 -0.0702 0.32
C 0.010620 0.463492 1.683515 0.7116 0.0109 -0.3721 0.61
C -0.293274 0.283478 -0.960364 -0.1434 0.0000 -0.2126 -0.26
C -1.440400 0.261768 1.534067 1.2875 0.3114 0.9577 -0.67
H 1.129373 -0.720559 -2.245148 0.0040 -0.0447 0.0953 0.33
O 0.949850 0.648177 2.429628 -0.2476 -0.0447 0.0464 -0.63
H -1.161288 0.105106 -1.593054 -0.0199 -0.0418 -0.0299 0.31
H 1.712315 -0.491916 -0.583852 -0.2192 0.0039 -0.1065 0.33
```
Forces are in eV/Å.

Entry 3:
ORCA calculation (the ωB97M-V functional and the def2-TZVPD basis) on a molecular structure, C15H26N2O5Pt.

The value obtained for the gap between HOMO and LUMO (spin up / spin down) is 9.9 / 6.1 eV. The relative energy (zero: lowest compared OMol25 entry of this formula, charge and spin) is 6.4 kcal/mol. As for the total charge: +4. As for the spin multiplicity: 5. As for the expectation value of S²: 6.07.

XYZ file:
```
49
Properties=species:S:1:pos:R:3:forces:R:3:mulliken_charge:R:1
H -0.827491 -6.560523 0.179143 0.0058 0.0067 0.0044 0.30
H 2.827234 0.945127 2.985505 0.0237 -0.0465 0.0419 0.45
H 1.663803 0.014495 -3.484235 -0.0284 0.0192 -0.0772 0.41
C -0.084301 -2.384840 1.554703 -0.0549 -0.0499 -0.1161 -0.40
C -0.417224 -2.712277 -0.744488 0.0165 -0.0575 0.1283 -0.41
H -2.105140 3.021695 -1.549059 0.0018 0.0510 -0.0018 0.39
H -0.757089 1.625860 3.229458 -0.0528 0.0220 -0.0806 0.43
C -0.573396 -4.069532 -0.586003 0.0127 0.1920 -0.0240 -0.74
H 3.862468 0.617297 0.700446 0.0434 0.0045 -0.0091 0.44
H -2.976698 1.015556 -2.974226 0.0253 0.0509 -0.0894 0.48
H -2.606183 3.721754 0.847305 -0.0260 0.0823 -0.1293 0.51
H -0.481887 -2.259246 -1.723434 0.0039 -0.0084 -0.0260 0.55
H -2.665508 1.989074 1.277359 -0.0733 0.0374 -0.0088 0.35
O 2.004967 0.673764 -0.252670 0.7883 -0.0756 0.3754 -0.61
C 2.341988 1.214236 2.048266 -0.4283 0.0044 0.1217 -0.49
N -0.637126 -5.906403 0.940645 -0.0001 0.0677 -0.0146 -0.22
H -0.768000 -4.698700 -1.446823 0.0072 -0.0343 0.0238 0.42
O 0.226522 0.664785 -2.107747 0.3059 -0.3106 -1.0196 -0.79
H -0.873212 3.897079 2.354051 0.0434 -0.0303 0.1086 0.48
C 2.823457 0.358023 0.909712 -0.0819 0.1367 -0.2550 -0.65
H -0.581287 -6.317673 1.874181 0.0031 0.0022 -0.0067 0.30
H 3.523548 0.455282 -1.656883 0.0403 0.0247 -0.1133 0.46
C 1.597703 0.665896 -2.613181 -0.1153 0.0046 0.0354 -0.38
H -3.674080 2.409340 -0.976088 -0.0514 -0.0506 -0.0525 0.46
H 2.477493 -0.962726 -1.451302 -0.0610 -0.0491 -0.0191 0.28
O -2.140971 0.990239 -1.054988 -0.2190 0.0468 0.1278 -0.47
C -0.808584 1.036609 -3.068860 0.1522 0.0052 -0.0405 -0.46
O 0.875752 1.008370 2.214901 0.3067 0.2478 -0.0348 -0.24
C 2.494921 0.125891 -1.520198 -0.0787 0.1383 0.3093 -0.72
H 2.502045 2.275105 1.852488 0.0267 0.0142 -0.0619 0.42
H 2.765329 -0.712816 1.112154 -0.0503 -0.0179 0.0590 0.31
C -0.223852 -3.724856 1.824210 0.0178 0.1517 -0.0461 -0.70
C -0.481463 -4.608035 0.732281 -0.0458 -0.3645 0.0703 1.13
H 0.786943 2.522637 3.623210 -0.0043 0.0961 -0.0632 0.44
H -2.210742 -0.482368 -2.455344 -0.0015 -0.0371 -0.0142 0.22
H -0.729557 2.108036 -3.246273 -0.0348 0.0755 0.0480 0.33
Pt -0.096974 0.245410 -0.054156 -0.5069 -0.1146 -0.0128 2.88
H 0.099326 -1.679069 2.352462 0.0181 0.0095 0.0218 0.53
H -0.144304 -4.088161 2.842504 -0.0076 -0.0240 -0.0212 0.44
H -0.638088 0.514764 -4.011169 0.0430 -0.0282 -0.0043 0.48
C -2.111872 0.601225 -2.457810 -0.1438 0.0228 0.4651 -0.60
C -2.592862 2.348887 -0.842035 0.0949 -0.0999 -0.0805 -0.51
C 0.202631 1.992132 2.865569 0.3020 -0.4369 0.3826 -0.55
C -0.218129 3.236850 1.782237 -0.2286 0.3747 -0.4351 -0.40
C -2.271457 2.724912 0.568126 0.3561 -0.2693 0.4229 -0.62
N -0.180673 -1.882278 0.298861 -0.1067 0.0352 -0.0055 -0.39
O -0.790721 2.665136 0.709941 -0.3565 0.2530 -0.1082 -0.35
H 0.743416 3.681591 1.504281 0.0929 -0.1756 0.1355 0.40
H 1.849315 1.682466 -2.907016 0.0264 0.1040 0.0895 0.42
```
Forces are in eV/Å.